{"formula": "C54H46Br2Cl2N6O3P2Ti", "method": "ωB97M-V/def2-TZVPD", "charge": 2, "largest_force_ev_per_a": 2.0, "orbital_gap_ev": 6.42, "relative_energy_ev": 0.689, "elements": ["Ti", "C", "N", "C", "C", "N", "C", "C", "C", "C", "C", "C", "N", "C", "N", "C", "C", "C", "C", "C", "C", "N", "H", "H", "H", "H", "H", "H", "H", "H", "H", "H", "H", "H", "H", "H", "H", "C", "C", "P", "C", "C", "C", "C", "C", "C", "C", "C", "C", "C", "C", "C", "C", "P", "C", "C", "C", "C", "C", "C", "C", "C", "C", "C", "C", "C", "H", "H", "H", "H", "H", "H", "H", "H", "H", "H", "H", "H", "H", "H", "H", "H", "H", "H", "H", "H", "H", "H", "H", "H", "H", "H", "Br", "C", "C", "C", "Br", "C", "C", "C", "C", "N", "C", "C", "O", "H", "H", "H", "H", "Cl", "C", "Cl", "C", "O", "O", "H"], "positions_angstrom": [[0.8039, -0.7645, -0.6647], [-1.3869, -2.3673, -2.3093], [-1.0481, -2.1253, -0.8897], [-0.7166, -3.3836, -0.2009], [0.6752, -3.7272, -0.5947], [1.4966, -2.7759, -0.9943], [2.6833, -3.4178, -1.3535], [3.8622, -2.9344, -1.9140], [4.8824, -3.8389, -2.1169], [4.7447, -5.1953, -1.7941], [3.5662, -5.6985, -1.2842], [2.5405, -4.7851, -1.0840], [1.2409, -4.9415, -0.6205], [-0.3865, -1.7383, -3.2214], [0.6657, -1.0654, -2.8120], [1.2930, -0.5778, -3.9565], [2.4151, 0.2300, -4.1134], [2.7471, 0.6044, -5.3991], [2.0151, 0.1691, -6.5108], [0.9198, -0.6595, -6.3713], [0.5664, -1.0082, -5.0748], [-0.4838, -1.7563, -4.5631], [-1.4316, -3.4411, -2.5189], [-2.3620, -1.9406, -2.5339], [-1.8460, -1.6831, -0.4356], [-0.7646, -3.2320, 0.8758], [-1.4101, -4.1934, -0.4496], [3.9685, -1.8910, -2.1775], [5.8180, -3.4977, -2.5371], [5.5795, -5.8622, -1.9540], [3.4418, -6.7466, -1.0500], [0.8345, -5.8104, -0.3123], [2.9995, 0.5417, -3.2599], [3.6004, 1.2491, -5.5562], [2.3178, 0.4866, -7.4986], [0.3629, -1.0128, -7.2280], [-1.1977, -2.2038, -5.1147], [1.2945, 1.5053, 3.1991], [0.3552, 0.3097, 3.4925], [-0.1300, -0.8991, 2.1143], [0.6233, -2.3747, 2.9594], [0.2408, -2.6853, 4.2694], [0.7856, -3.7764, 4.9205], [1.7269, -4.5794, 4.2865], [2.1300, -4.2670, 3.0010], [1.5796, -3.1721, 2.3447], [-1.9170, -1.3112, 2.4960], [-2.9147, -0.3595, 2.7001], [-4.2101, -0.7187, 3.0418], [-4.5703, -2.0524, 3.1348], [-3.6039, -3.0188, 2.9080], [-2.2998, -2.6547, 2.6144], [0.9244, 2.4310, 2.0235], [-0.9211, 2.5375, 2.0548], [-1.5694, 3.7857, 0.8847], [-0.9949, 5.0108, 0.5610], [-1.6988, 5.9235, -0.2088], [-2.9721, 5.6207, -0.6727], [-3.5483, 4.3993, -0.3610], [-2.8511, 3.4906, 0.4190], [-1.1166, 3.5594, 3.5809], [-2.0725, 3.1910, 4.5248], [-2.2827, 3.9655, 5.6578], [-1.5446, 5.1197, 5.8563], [-0.5914, 5.4973, 4.9204], [-0.3788, 4.7234, 3.7921], [2.3013, 1.1053, 3.0639], [1.2993, 2.1286, 4.0956], [-0.5681, 0.6975, 3.9281], [0.8399, -0.3186, 4.2379], [-0.4959, -2.0796, 4.7823], [0.4815, -4.0052, 5.9327], [2.1463, -5.4363, 4.7956], [2.8856, -4.8618, 2.5040], [1.9502, -2.9098, 1.3695], [-2.6969, 0.6880, 2.6021], [-4.9427, 0.0532, 3.2369], [-5.5790, -2.3362, 3.4005], [-3.8654, -4.0665, 2.9725], [-1.5685, -3.4479, 2.5420], [1.2357, 1.9876, 1.0839], [1.4238, 3.3913, 2.1428], [-0.0047, 5.2633, 0.9173], [-1.2636, 6.8904, -0.4282], [-3.5128, 6.3365, -1.2785], [-4.5422, 4.1612, -0.7168], [-3.3035, 2.5420, 0.6859], [-2.6679, 2.2958, 4.3892], [-3.0195, 3.6652, 6.3908], [-1.7033, 5.7287, 6.7353], [-0.0058, 6.3943, 5.0703], [0.3671, 5.0468, 3.0790], [2.2422, 2.6946, -1.5591], [0.6214, 2.4871, -2.4826], [0.3816, 3.3675, -3.5435], [-0.7693, 3.2708, -4.2658], [-1.0897, 4.5277, -5.6386], [-1.7199, 2.2672, -3.9686], [-2.9169, 2.0898, -4.6908], [-3.7924, 1.1091, -4.3157], [-3.4439, 0.2810, -3.2395], [-2.3297, 0.3930, -2.5555], [-1.4679, 1.3805, -2.8904], [-0.2798, 1.5053, -2.1042], [-0.0684, 0.6625, -1.0767], [1.1125, 4.1308, -3.7664], [-3.1359, 2.7334, -5.5309], [-4.7272, 0.9616, -4.8362], [-4.1203, -0.5105, -2.9285], [5.1894, 0.5294, -1.5512], [4.8120, 0.2079, 0.1474], [4.5085, 1.7170, 1.0267], [3.5705, -0.6776, 0.2374], [3.6366, -1.7482, 0.7753], [2.4579, -0.2029, -0.2987], [5.6586, -0.2972, 0.5997]]}